The following is a quantum chemistry calculation of C21H33CrN5O4SSb2Se as an isolated structure in a non-equilibrium geometry, from the Open Molecules 2025 dataset.

```
68
Properties=species:S:1:pos:R:3:mulliken_spin:R:1
Sb 0.4371 0.7600 2.5290 -0.029
Sb -0.8481 -1.5155 -0.4170 0.015
Se 3.3346 0.2495 0.4265 0.010
Cr 0.7127 0.6123 -0.0984 1.070
S 1.4708 1.0555 -4.6243 0.000
O 3.7009 0.0656 1.9800 0.005
O 2.4316 1.6797 0.1935 -0.001
O 1.9891 -0.7657 0.0520 -0.020
O 4.4779 0.1369 -0.6911 0.006
N -0.5419 2.2115 -0.2042 -0.042
N 2.6583 2.2030 -2.5058 0.002
N -2.9200 5.6039 -0.4129 0.000
N -0.1104 0.0435 -2.9172 0.006
N 0.8208 0.7591 -2.1814 -0.032
C 0.1108 -2.1708 3.1653 0.002
C -0.9496 2.3098 3.0268 -0.001
C 0.0910 0.0903 -4.1797 0.000
C -0.7219 -0.6499 -5.1963 0.000
C 1.9718 -3.6089 3.7581 -0.001
C -1.8773 2.1268 -0.3635 0.015
C 0.5129 -4.2135 1.9576 0.000
C -0.2184 -2.0827 -5.3953 0.000
C -2.6763 -1.6915 -1.4931 0.003
C -2.6996 3.2141 -0.4406 0.002
C -0.7501 4.5937 -0.2025 0.000
C -0.6333 -0.8827 3.3990 -0.005
C 0.3296 -2.9628 -1.4173 0.001
C 1.7139 1.3723 -2.9467 -0.005
C 1.7962 1.1947 4.0835 -0.007
C 1.6158 -4.4903 2.7469 0.000
C -2.1473 4.5056 -0.3525 0.000
C 1.2173 -2.4672 3.9619 0.001
C -1.4069 -2.7902 1.2277 -0.001
C -0.2475 -3.0581 2.1426 -0.003
C -0.0045 3.4508 -0.1309 0.008
H 1.4856 -1.7842 4.7610 0.000
H -0.2977 -3.8150 -1.6750 -0.001
H -2.5201 6.5217 -0.3332 0.000
H 1.2276 1.1793 5.0109 -0.001
H 2.2019 2.1871 3.9034 0.000
H 0.2234 -4.9116 1.1791 0.000
H -0.2586 5.5558 -0.1386 0.000
H -0.7976 -2.5806 -6.1717 0.000
H -1.6315 -0.8704 2.9689 0.000
H 2.1911 -5.3912 2.5782 0.000
H 2.6042 0.4705 4.0833 0.000
H -2.2876 1.1294 -0.4410 0.006
H 1.0690 3.4981 -0.0001 0.002
H -3.7648 3.0731 -0.5691 0.000
H -3.5202 -1.3735 -0.8791 0.000
H -0.6941 -0.1078 -6.1419 0.000
H -1.8407 2.2741 2.4025 0.000
H -1.7569 -0.6555 -4.8546 0.000
H -1.7414 -3.7087 0.7449 0.000
H -2.8053 -2.7431 -1.7521 0.000
H 1.1251 -3.2691 -0.7407 0.001
H -2.2629 -2.3511 1.7375 0.000
H 3.4315 2.4218 -3.1118 0.000
H -3.9179 5.5341 -0.4968 0.000
H -0.7170 -0.6517 4.4625 -0.001
H 2.8363 2.2021 -1.5002 0.001
H -0.4689 3.2816 2.9143 0.000
H -2.6302 -1.0876 -2.3970 0.000
H -0.3167 -2.6547 -4.4725 0.000
H 0.7735 -2.5328 -2.3126 0.001
H -1.2382 2.1779 4.0712 -0.001
H 2.8291 -3.8120 4.3861 0.000
H 0.8303 -2.0948 -5.6953 0.000
```

As for the LUMO energy (spin up / spin down): -0.144 / -0.125 hartree. The multiplicity is 2. The HOMO-LUMO gap (spin up / spin down) comes out at 0.247 / 0.266 Ha. As for the net charge: +1. Its expectation value of S² is 0.762. Its HOMO energy (spin up / spin down) is -10.65 / -10.64 eV. As for the relative energy (zero: lowest compared OMol25 entry of this formula, charge and spin): 0.033 eV.

The following is a quantum chemistry calculation of a single C21H33FO2 molecule in a non-equilibrium geometry, from the Open Molecules 2025 dataset.

```
57
Properties=species:S:1:pos:R:3:nbo_charge:R:1
F -3.7324 1.0098 -1.9080 -0.405
O -5.4755 1.7362 3.2952 -0.521
O -0.7989 0.5841 1.4198 -0.543
C -0.3511 -2.0102 -1.1087 -0.431
C -2.8124 2.1715 -2.2022 0.210
C -1.2094 -2.7360 1.4204 -0.421
C 1.3264 -0.3915 -2.4987 -0.415
C -2.1052 2.6719 -0.7716 -0.489
C -3.1152 -0.7300 1.4778 -0.038
C 2.7520 0.3614 -2.0872 -0.414
C -2.7819 -2.3150 1.2240 -0.453
C 3.3205 -0.9878 2.5871 -0.643
C 4.3867 1.3685 1.6057 -0.412
C -0.4590 -3.2039 0.0100 -0.413
C 2.6979 1.0261 -0.5585 -0.433
C 3.4348 0.6452 2.7333 -0.415
C -4.8134 1.2549 2.2394 0.520
C -4.4796 -0.3716 2.0381 -0.261
C -2.8463 1.8651 0.4483 -0.017
C -2.1064 0.5363 1.1443 0.523
C 4.1980 0.8026 0.0786 -0.417
C -1.7183 1.6091 -3.2896 -0.683
C 1.1663 -1.8856 -1.7904 -0.415
C -4.2033 2.2284 1.0238 -0.265
H -0.5679 -1.9432 2.0335 0.244
H -0.9871 2.2591 -0.8317 0.249
H -3.5132 -3.0279 1.8421 0.240
H -3.0484 -2.5323 0.0809 0.234
H 0.4688 0.3337 -2.1145 0.195
H 4.2501 2.5500 1.7036 0.211
H -2.0973 1.6819 -4.4177 0.236
H -0.6365 2.0988 -3.1748 0.229
H 1.3410 -2.7491 -2.5910 0.213
H 4.3359 -1.4211 2.1758 0.206
H 2.0319 -1.9575 -0.9948 0.205
H -1.2122 -3.7147 2.1039 0.213
H -4.7805 3.1432 0.5745 0.250
H -3.5078 3.0173 -2.6275 0.191
H 1.1924 -0.4519 -3.6808 0.210
H 2.5154 2.1955 -0.6768 0.204
H -5.2912 -1.1745 2.3263 0.256
H 2.3659 1.1127 2.6341 0.213
H 3.8963 0.9050 3.7850 0.208
H 3.6920 -0.3670 -2.1826 0.211
H 2.4628 -1.2774 1.8440 0.216
H 5.5138 1.1596 1.9260 0.201
H 1.8249 0.6004 0.0986 0.222
H 2.8436 1.2846 -2.8335 0.209
H -1.0937 -4.0953 -0.4544 0.205
H 0.6070 -3.6479 0.2675 0.220
H 4.9442 1.4108 -0.6118 0.214
H -0.5917 -0.9389 -0.6898 0.213
H -1.5387 0.4440 -3.1044 0.245
H -1.1175 -2.1821 -2.0076 0.208
H -2.1564 3.8360 -0.6420 0.252
H 4.4108 -0.3653 0.0282 0.207
H 3.1692 -1.4259 3.6811 0.221
```

As for the LUMO energy: -0.049 hartree. As for the SMILES: CCCCCCCCCCCCC1=CC(=O)C=C(C[C@@H](C)F)C1=O. The HOMO-LUMO gap comes out at 0.298 Ha. Its HOMO energy is -9.45 eV. As for the relative energy (zero: lowest compared OMol25 entry of this formula, charge and spin): 12.036 eV.

The following is a quantum chemistry calculation of a single C21H33N3O3S molecule in a non-equilibrium geometry, from the Open Molecules 2025 dataset.

```
61
Properties=species:S:1:pos:R:3:nbo_charge:R:1
S -1.0758 -3.1335 1.5635 2.321
O -2.3958 -3.1792 2.1159 -0.934
O -0.0580 -3.9934 2.0929 -0.949
O -0.6141 3.6585 0.7639 -0.610
N 1.0996 2.3558 1.4521 -0.434
N -1.2317 -3.4961 -0.0522 -0.857
N -0.6301 -1.7304 -2.2223 -0.484
C 0.5507 3.5539 1.0875 0.703
C 1.3093 0.0964 1.7741 0.033
C 0.4450 -2.3331 -1.4625 -0.233
C -0.8494 -2.2995 -3.5424 -0.212
C 1.8793 6.2289 -0.4476 -0.400
C -0.7032 -0.2851 -2.1611 -0.206
C 0.5446 0.4771 -2.6329 -0.419
C 2.4213 4.8208 -0.1614 -0.396
C 0.8606 6.0656 0.6893 -0.397
C -1.3790 -0.4139 1.4046 -0.177
C 0.3131 1.9817 -2.5808 -0.608
C -0.0317 -3.6542 -0.8358 -0.242
C 0.8644 -1.2046 1.8350 -0.220
C 0.4178 1.1414 1.5062 0.154
C 1.5070 4.7275 1.0840 -0.313
C -0.9384 0.9013 1.3396 -0.235
C -2.3025 -2.7563 -3.7029 -0.395
C 2.5032 2.1573 1.8070 -0.203
C -2.5559 -3.3469 -5.0839 -0.608
C -0.4869 -1.4422 1.6325 -0.349
C 2.6993 0.6362 1.9303 -0.447
H 1.2116 2.5178 -2.8802 0.205
H -0.1626 5.9283 0.3460 0.237
H 2.0549 4.7670 2.0261 0.220
H -3.5909 -3.6651 -5.1788 0.214
H 1.4511 6.3656 -1.4375 0.208
H 3.1294 0.3576 2.8922 0.229
H -0.6128 -1.5730 -4.3309 0.180
H 1.3912 0.2151 -1.9939 0.191
H 2.1674 4.0948 -0.9319 0.211
H -1.9199 -2.9198 -0.5151 0.411
H -2.5250 -3.4992 -2.9352 0.196
H -1.9150 -4.2095 -5.2539 0.201
H 2.6091 7.0154 -0.2679 0.203
H -2.4232 -0.6542 1.2830 0.241
H -0.1896 -3.1597 -3.6846 0.189
H 3.1478 2.5863 1.0384 0.211
H 0.7255 -4.0613 -0.1644 0.230
H 2.7156 2.6585 2.7573 0.200
H 3.4899 4.7697 0.0416 0.207
H -0.4926 2.2671 -3.2533 0.205
H 1.3410 -2.5326 -2.0733 0.177
H -0.2354 -4.3874 -1.6222 0.197
H -2.9636 -1.9032 -3.5405 0.197
H -0.9120 -0.0017 -1.1248 0.205
H 3.3554 0.2494 1.1482 0.223
H 1.5221 -2.0361 2.0322 0.246
H 0.7257 -1.6468 -0.6624 0.210
H 0.0372 2.2923 -1.5753 0.211
H -1.6216 1.7122 1.1529 0.264
H 0.7950 0.1794 -3.6539 0.195
H -2.3508 -2.6112 -5.8590 0.201
H -1.5596 0.0224 -2.7659 0.193
H 0.8810 6.8352 1.4568 0.207
```

As for the LUMO energy: 0.018 hartree. As for the SMILES: CCCN(CCC)CCNS(=O)(=O)c1ccc2c(c1)CCN2C(=O)C1CCC1. The HOMO-LUMO gap comes out at 0.327 Ha. Its HOMO energy is -8.41 eV. As for the relative energy (zero: lowest compared OMol25 entry of this formula, charge and spin): 1.633 eV.

The following is a quantum chemistry calculation of C21H33N3O7P2Pd as an isolated structure in a non-equilibrium geometry, from the Open Molecules 2025 dataset.

```
67
Properties=species:S:1:pos:R:3:mulliken_spin:R:1
Pd -0.3784 -1.9036 -0.6003 1.359
P 0.1119 -1.7106 -4.8872 0.019
P 0.1245 1.9434 -5.6496 -0.002
O 2.3185 1.0523 0.7682 0.001
O 2.2816 2.7174 2.2008 0.002
O -3.4563 -1.1297 2.4140 0.005
O -2.2657 -1.5338 0.6248 0.009
O -1.3059 0.0491 6.6418 0.002
O -0.2021 0.1763 0.4559 -0.017
O 0.4133 1.4133 6.5402 0.001
N -0.4467 0.6853 5.9953 0.000
N 1.8294 1.6379 1.7503 -0.001
N -2.3672 -1.0788 1.8147 0.009
C 1.5215 3.0443 -5.6777 0.000
C 0.5614 1.2647 3.8267 -0.001
C 0.3752 0.5387 -6.7467 -0.001
C -1.3829 -0.1950 3.8720 0.010
C -1.2678 -0.4359 2.4996 -0.075
C 1.4530 -2.3518 0.0109 0.318
C -0.2404 0.2321 1.7217 0.012
C 0.4385 -0.7724 -3.3436 -0.038
C -0.4316 0.5857 4.5476 0.006
C -1.7273 0.1811 -2.1071 -0.073
C 1.6647 -2.5126 -5.3304 -0.001
C -0.8331 -0.9657 -2.4956 0.514
C -1.4203 2.8157 -5.9458 0.002
C 1.0172 0.6418 -3.4509 -0.001
C 0.7162 1.0396 2.4679 0.006
C -1.7512 1.3035 -3.1411 0.099
C -1.1763 -2.9791 -4.9150 0.013
C 0.2276 2.7491 -2.3837 -0.001
C -0.4556 -0.6977 -6.3160 0.005
C -1.0600 2.5726 -2.7241 -0.007
C 1.0459 1.4886 -2.1754 0.020
H 2.0350 0.5931 -3.8846 -0.006
H 0.3666 1.2427 -4.1962 0.014
H -1.4391 -1.8389 -2.8285 -0.099
H 1.5967 3.5834 -4.7280 0.000
H -1.2839 3.4415 -6.8446 0.000
H 1.4543 0.3096 -6.7968 -0.001
H -2.1850 -2.5440 -5.0007 -0.007
H -2.2668 2.1327 -6.1239 -0.001
H -1.4937 0.5548 -1.0915 0.001
H -1.1170 -3.6256 -4.0276 0.005
H 1.2769 -2.6916 1.0509 0.020
H 1.8122 -3.1651 -0.6335 0.029
H -0.9844 -3.5792 -5.8228 0.002
H 1.2472 -1.3831 -2.8800 -0.087
H 2.1301 -1.4850 -0.0203 -0.042
H 1.3643 3.7518 -6.4972 0.000
H 0.0511 0.8966 -7.7406 0.000
H 0.6729 0.8956 -1.3089 0.000
H 2.4822 -1.8009 -5.5246 0.000
H -0.4368 -1.4078 -7.1614 -0.001
H 1.2409 1.9323 4.3541 0.000
H -2.2175 -0.6133 4.4256 0.000
H -2.7420 -0.2555 -2.0524 -0.002
H -1.5227 -0.4378 -6.1655 0.002
H -1.7173 3.4601 -2.7472 0.000
H -1.3651 0.8856 -4.0931 -0.029
H 2.1003 1.7309 -1.9283 0.003
H 1.4920 -3.1178 -6.2324 -0.001
H -2.8029 1.5271 -3.3846 0.004
H 0.6142 3.6825 -1.9634 0.000
H 1.9472 -3.1767 -4.5012 0.002
H -1.6750 3.4756 -5.1034 0.000
H 2.4438 2.4777 -5.8431 0.000
```

As for the LUMO energy (spin up / spin down): -0.023 / -0.023 hartree. The multiplicity is 3. The HOMO-LUMO gap (spin up / spin down) comes out at 0.205 / 0.220 Ha. Its expectation value of S² is 2.006. Its HOMO energy (spin up / spin down) is -6.22 / -6.63 eV. As for the relative energy (zero: lowest compared OMol25 entry of this formula, charge and spin): 0.000 eV.

The following is a quantum chemistry calculation of C21H33N3O7P2Ru as an isolated structure in a non-equilibrium geometry, from the Open Molecules 2025 dataset.

```
67
Properties=species:S:1:pos:R:3:mulliken_spin:R:1
Ru 1.6307 2.5241 -0.9845 1.620
P 2.4792 0.9705 -2.0248 0.050
P 4.6470 -0.1773 -1.3388 0.021
O -0.5590 -1.5118 -1.1913 0.002
O 0.2568 0.9536 -0.3583 0.055
O -1.9732 4.4517 0.1092 0.033
O -1.0241 -2.4354 0.7488 0.004
O 0.0943 3.7934 -0.1222 -0.002
O -4.6389 -0.2498 3.2056 0.000
O -4.8488 1.9418 3.0865 0.000
N -0.9944 -1.4599 -0.0216 0.002
N -1.1608 3.5167 0.1203 -0.008
N -4.3105 0.8660 2.7527 0.000
C 5.1739 0.8695 0.0570 0.032
C 2.6879 -2.3506 1.7683 0.208
C 2.5495 -1.2864 0.6737 -0.135
C 4.9268 0.6552 -3.0168 0.089
C 3.0917 3.7239 -0.3218 -0.004
C 3.7629 1.6147 -3.2132 -0.021
C 2.6422 -2.0568 -0.6040 0.859
C -3.2378 0.9181 1.7749 0.000
C -2.7838 2.1418 1.2922 -0.001
C -1.5621 -0.2173 0.4912 0.015
C 1.9802 -3.6220 1.3069 0.275
C -2.6241 -0.2818 1.3672 0.001
C 1.2312 3.3645 -2.8036 -0.058
C 3.9017 -2.0840 -1.2844 0.018
C -0.9129 1.0220 0.1704 -0.012
C 2.3245 -4.4016 0.2745 0.443
C 1.5390 -0.2108 -3.1054 0.047
C 6.3798 -0.9732 -1.4773 0.077
C 3.6000 -4.4746 -0.5461 0.046
C 4.5921 -3.2614 -0.5643 0.093
C -1.6069 2.2298 0.5433 -0.008
H 3.9795 2.6555 -2.9067 0.006
H 1.6337 -5.2289 0.0456 -0.015
H 0.1607 3.6101 -2.7407 0.008
H 4.0186 3.3147 0.0859 0.006
H 3.3220 1.5978 -4.2136 -0.002
H 3.2991 4.4326 -1.1288 0.032
H 1.1143 -3.8663 1.9507 -0.023
H 3.2693 -4.6492 -1.5905 0.033
H 4.8520 -2.9801 0.4615 0.013
H 5.5202 -3.5572 -1.0725 0.011
H 0.5144 -0.3604 -2.7184 -0.004
H 3.2856 -0.4770 0.8099 0.014
H 1.9979 -1.2101 -3.2294 -0.004
H 6.7099 -1.3915 -0.5173 -0.001
H 7.1300 -0.2092 -1.7636 0.003
H 2.2103 -1.9928 2.6916 -0.008
H 4.9402 -0.1388 -3.7830 0.005
H 4.1912 -5.3525 -0.2302 0.055
H 4.4457 1.6706 0.2406 -0.005
H 5.9022 1.1616 -3.0256 0.007
H 3.7644 -2.5094 1.9385 0.031
H 1.4019 2.7875 -3.7241 -0.005
H 1.7144 -2.0366 -1.1915 0.020
H -3.3330 3.0504 1.5618 0.000
H 2.5571 4.2528 0.4885 0.007
H 1.4971 0.3075 -4.0799 0.009
H 6.1628 1.3105 -0.1717 0.000
H 1.8423 4.2781 -2.8003 0.039
H 1.5644 -0.7925 0.7012 0.024
H 5.2836 0.2591 0.9647 -0.003
H 3.8472 -2.2707 -2.3751 0.005
H -2.9750 -1.2478 1.7164 0.001
H 6.4638 -1.7811 -2.2292 0.000
```

As for the LUMO energy (spin up / spin down): -0.250 / -0.388 hartree. The multiplicity is 5. The HOMO-LUMO gap (spin up / spin down) comes out at 0.262 / 0.145 Ha. As for the net charge: +2. Its expectation value of S² is 6.034. Its HOMO energy (spin up / spin down) is -13.94 / -14.51 eV. As for the relative energy (zero: lowest compared OMol25 entry of this formula, charge and spin): 0.000 eV.

The following is a quantum chemistry calculation of a single C21H33N5O3 molecule, from the Open Molecules 2025 dataset.

```
62
Properties=species:S:1:pos:R:3:nbo_charge:R:1
O 1.4860 2.6447 0.5090 -0.644
O -0.9868 -3.6223 0.9336 -0.639
O 0.4922 0.3460 -1.6144 -0.562
N 1.4113 0.4099 0.8714 -0.453
N -0.0349 -1.7963 1.8500 -0.448
N 3.1565 1.6183 -4.0465 -0.292
N 3.3176 0.9414 -2.8657 -0.313
N 2.9554 3.0500 -2.3902 -0.363
C 1.2142 -2.0184 1.1468 -0.226
C 1.4781 -0.8772 0.1701 -0.056
C 0.5004 -0.9232 -1.0102 -0.082
C -2.4243 -2.2159 2.2377 -0.316
C 2.9483 2.8662 -3.7394 0.138
C -3.7108 -5.1428 1.5432 -0.396
C 3.8283 5.3312 -2.1540 -0.613
C -3.8611 -3.8666 0.6884 -0.405
C -4.4893 -1.6966 2.0701 -0.391
C -1.1042 -2.6162 1.6153 0.701
C 1.3622 4.8329 -1.8531 -0.611
C -0.0549 -0.5406 2.5759 -0.221
C 1.9484 1.5363 0.2998 0.740
C 3.2691 1.4106 -0.4554 -0.535
C 2.7868 4.3257 -1.6819 -0.041
C -3.1793 -0.9590 1.7333 -0.393
C 0.1009 0.3212 -2.9722 -0.244
C -3.7202 -3.0264 1.9814 0.005
C 0.1800 0.6260 1.6310 -0.236
C 3.1847 1.8038 -1.8919 0.351
C -4.0260 -4.2939 2.7956 -0.407
H -4.8141 -1.4838 3.0908 0.201
H 4.8372 4.9332 -2.0437 0.218
H -0.9097 -0.0875 -3.0842 0.166
H 1.2291 5.7581 -1.2916 0.216
H 0.2879 1.5530 2.1888 0.240
H 2.9400 4.0996 -0.6291 0.235
H 0.7404 -0.5632 3.3283 0.198
H -4.3762 -5.9764 1.3238 0.198
H 0.6544 4.0968 -1.4762 0.238
H -2.6792 -5.4869 1.5412 0.222
H 2.0297 -2.0746 1.8729 0.201
H 3.9531 2.0755 0.0783 0.243
H -2.2914 -2.1396 3.3229 0.218
H -5.3318 -1.5734 1.3898 0.206
H 3.6767 5.5970 -3.2016 0.205
H 0.8024 -0.2697 -3.5680 0.189
H -4.8786 -3.7618 0.3039 0.194
H -0.6700 0.7507 0.9501 0.198
H -3.4248 -4.4605 3.6911 0.201
H 1.1445 -2.9649 0.6163 0.254
H -0.5114 -1.2023 -0.6869 0.172
H 3.6982 0.4154 -0.4324 0.245
H 2.4816 -0.9986 -0.2290 0.221
H 3.7494 6.2446 -1.5643 0.219
H 1.1465 5.0386 -2.9039 0.200
H -5.0827 -4.3395 3.0682 0.203
H -2.9856 -0.0050 2.2225 0.202
H 0.8458 -1.6913 -1.7122 0.190
H -3.0555 -0.8367 0.6558 0.208
H -0.9990 -0.4127 3.0940 0.223
H 2.7908 3.6615 -4.4488 0.204
H 0.1181 1.3481 -3.3309 0.195
H -3.1445 -3.7126 -0.1136 0.226
```

As for the LUMO energy: 0.024 hartree. As for the SMILES: COC[C@@H]1CN(C(=O)[C@H]2CCC23CCC3)CCN1C(=O)Cc1nncn1C(C)C. The HOMO-LUMO gap comes out at 0.364 Ha. Its HOMO energy is -9.25 eV. As for the relative energy (zero: lowest compared OMol25 entry of this formula, charge and spin): 0.174 eV.

The evaluated molar mass for the records listed, in turn: 826.069, 336.491, 407.580, 607.877, 602.527, 403.527 g mol⁻¹.
The evaluated electronic energy for the records listed, in turn: -5719.060759, -1069.839759, -1608.164091, -2320.951969, -2287.343400, -1319.482341 a.u..